91
Properties=species:S:1:pos:R:3 method="wB97M-V/def2-TZVPD" homo_ev=-1.66 e_tot_ha=-4823.7904 e_lumo_ev=3.7 total_charge=-2
Cs -0.088 2.361 -0.613
Cl -2.534 3.221 -3.325
C -1.893 2.486 -4.810
C -0.536 2.272 -4.900
C -0.126 1.714 -6.088
Cl 1.613 1.414 -6.321
C -0.978 1.370 -7.139
Cl -0.384 0.658 -8.617
C -2.345 1.611 -6.999
Cl -3.449 1.209 -8.280
C -2.813 2.183 -5.816
Cl -4.519 2.498 -5.641
O 3.364 2.573 2.244
C 2.212 3.015 2.127
O 1.496 3.129 1.081
C 1.405 3.485 3.356
P -0.345 3.462 2.748
C -1.189 4.042 4.327
C -1.881 5.251 4.284
C -2.497 5.781 5.418
C -2.431 5.099 6.623
C -1.747 3.887 6.686
C -1.138 3.369 5.551
C -0.718 1.662 2.944
C -2.047 1.290 3.159
C -2.405 -0.038 3.326
C -1.440 -1.033 3.252
C -0.121 -0.685 3.011
C 0.242 0.650 2.857
H 1.695 4.507 3.607
H 1.574 2.851 4.225
H -1.941 5.781 3.338
H -3.033 6.721 5.355
H -2.915 5.501 7.506
H -1.696 3.344 7.624
H -0.623 2.415 5.609
H -2.815 2.056 3.196
H -3.447 -0.301 3.464
H -1.724 -2.077 3.339
H 0.636 -1.456 2.916
H 1.283 0.886 2.668
C 3.420 -4.489 -0.319
O 3.414 -4.338 -1.737
C 2.164 -4.486 -2.294
C 1.885 -5.613 -3.043
C 0.643 -5.762 -3.649
C -0.305 -4.757 -3.497
C -0.020 -3.614 -2.762
C 1.225 -3.460 -2.147
N 1.600 -2.348 -1.400
C 0.750 -1.320 -0.945
N -0.372 -1.818 -0.359
C -1.652 -1.219 -0.069
C -1.925 0.133 -0.238
C -3.260 0.472 0.065
C -4.229 -0.427 0.487
C -3.894 -1.772 0.666
C -2.591 -2.154 0.395
O -2.131 -3.452 0.557
C -3.059 -4.415 0.988
N 1.039 -0.081 -1.054
C 2.243 0.427 -1.542
C 2.224 1.374 -2.571
C 3.389 1.994 -2.998
C 4.600 1.702 -2.389
C 4.639 0.777 -1.351
C 3.475 0.151 -0.933
O 3.466 -0.780 0.077
C 4.258 -0.456 1.220
H 4.418 -4.227 0.023
H 3.200 -5.526 -0.048
H 2.694 -3.828 0.158
H 2.658 -6.367 -3.141
H 0.425 -6.646 -4.237
H -1.275 -4.847 -3.972
H -0.754 -2.822 -2.677
H 2.582 -2.125 -1.393
H -0.373 -2.820 -0.272
H -3.573 1.516 -0.042
H -5.248 -0.104 0.689
H -4.634 -2.481 1.009
H -2.524 -5.362 1.052
H -3.889 -4.521 0.282
H -3.471 -4.169 1.972
H 1.273 1.611 -3.047
H 3.337 2.710 -3.810
H 5.514 2.190 -2.705
H 5.577 0.555 -0.857
H 3.974 -1.163 1.999
H 4.066 0.568 1.547
H 5.326 -0.579 1.015

=====

88
Properties=species:S:1:pos:R:3 method="wB97M-V/def2-TZVPD" homo_ev=-15.43 e_tot_ha=-4018.7157 e_lumo_ev=-9.1 total_charge=+3
Sc 0.618 -0.135 -0.408
C 2.325 -2.630 3.012
C 2.238 -1.652 2.023
N 1.054 -1.243 1.563
C -0.053 -1.838 2.068
C 0.088 -2.940 2.922
N 1.259 -3.297 3.401
C -1.355 -1.309 1.624
C -2.562 -1.664 2.216
C -3.758 -1.181 1.678
C -3.682 -0.351 0.556
C -2.442 -0.041 0.011
N -1.301 -0.491 0.559
C -2.282 0.691 -1.260
C -3.302 1.408 -1.898
N -3.141 1.911 -3.105
C -1.981 1.746 -3.707
C -0.921 1.106 -3.065
N -1.066 0.585 -1.847
C -5.059 -1.555 2.245
C -6.171 -1.724 1.414
C -7.391 -2.040 1.997
N -7.513 -2.173 3.295
C -6.487 -2.042 4.101
C -5.220 -1.734 3.620
H 3.263 -2.885 3.482
H 3.125 -1.183 1.609
H -0.749 -3.552 3.219
H -2.585 -2.312 3.076
H -4.582 0.039 0.113
H -4.264 1.601 -1.439
H -1.890 2.142 -4.707
H 0.051 0.998 -3.538
H -6.086 -1.648 0.341
H -8.286 -2.177 1.407
H -6.680 -2.177 5.155
H -4.400 -1.609 4.308
Cl 3.071 -0.034 -1.022
C 3.778 1.564 -0.798
C 5.156 1.682 -0.780
C 5.728 2.940 -0.659
C 4.924 4.065 -0.564
C 3.547 3.933 -0.565
C 2.948 2.677 -0.675
P 1.120 2.520 -0.655
C 0.648 3.533 -2.092
C -0.600 4.158 -2.103
C -0.980 4.909 -3.202
C -0.130 5.024 -4.292
C 1.099 4.383 -4.292
C 1.491 3.632 -3.198
C 0.671 3.528 0.792
C 0.612 4.922 0.786
C 0.365 5.597 1.968
C 0.173 4.897 3.149
C 0.196 3.510 3.152
C 0.441 2.828 1.976
H 5.783 0.809 -0.862
H 6.803 3.036 -0.646
H 5.371 5.044 -0.490
H 2.923 4.811 -0.486
H -1.253 4.075 -1.243
H -1.936 5.407 -3.207
H -0.429 5.613 -5.144
H 1.753 4.471 -5.145
H 2.455 3.142 -3.197
H 0.740 5.475 -0.134
H 0.326 6.676 1.968
H -0.006 5.433 4.067
H 0.027 2.973 4.073
H 0.457 1.731 1.953
C 0.903 -7.400 -2.112
C 1.369 -6.169 -1.444
C 2.465 -6.099 -0.609
C 2.836 -4.862 -0.061
N 2.130 -3.754 -0.306
C 1.086 -3.828 -1.112
S 0.171 -2.459 -1.532
N 0.700 -5.014 -1.667
C 4.028 -4.749 0.810
H 1.541 -8.244 -1.871
H 0.898 -7.265 -3.194
H -0.119 -7.641 -1.817
H 3.038 -6.984 -0.391
H -0.104 -5.008 -2.288
H 4.581 -5.683 0.832
H 3.715 -4.503 1.823
H 4.678 -3.948 0.463